[1]
14
Properties=species:S:1:pos:R:3:forces:R:3:lowdin_charge:R:1 method="wB97M-V/def2-TZVPD" smiles="O[C@@H]1CN=COC1" de_lowest_kcal_mol=34.0
O 0.306 1.610 -1.108 -0.06 0.20 0.27 -0.022
O 1.024 -0.063 1.272 -0.04 -0.01 0.03 -0.054
N -1.297 -0.403 1.028 0.38 0.06 0.19 0.065
C 1.239 -0.379 -0.107 0.03 -0.05 -0.20 -0.122
C 0.139 0.210 -0.981 -0.01 -0.29 0.01 -0.354
C -0.238 -0.312 1.709 -0.30 -0.02 -0.01 -0.237
C -1.237 -0.170 -0.409 -0.02 0.01 -0.18 -0.164
H 2.203 0.063 -0.363 -0.12 -0.10 -0.01 0.134
H -1.926 0.651 -0.638 0.06 -0.15 -0.01 0.122
H -1.643 -1.058 -0.907 0.12 0.08 0.06 0.118
H 0.224 1.996 -0.226 0.04 0.04 -0.13 0.100
H -0.257 -0.427 2.792 -0.01 0.06 -0.13 0.129
H 1.296 -1.470 -0.211 -0.08 0.12 -0.02 0.137
H 0.239 -0.182 -1.998 0.01 0.03 0.14 0.149



[2]
11
Properties=species:S:1:pos:R:3:forces:R:3:lowdin_charge:R:1 method="wB97M-V/def2-TZVPD" total_charge=-1 de_lowest_kcal_mol=25.9
S -1.874 -0.766 -0.331 -0.46 0.59 -0.48 -0.195
O 0.307 1.277 0.377 -1.57 0.20 -0.58 -0.187
C 1.369 0.631 -0.211 0.60 -0.40 -2.06 -0.469
C 2.063 -0.455 0.600 -1.44 -2.28 -0.56 -0.136
H 2.190 1.321 -0.244 0.51 1.12 -0.91 0.068
H -0.482 0.992 -0.196 0.71 -0.07 1.61 -0.044
H 2.923 -0.853 -0.108 -1.86 0.10 1.55 0.094
H 1.193 -1.204 0.992 2.50 1.17 -1.11 0.108
H 1.052 0.322 -1.313 0.96 0.16 2.24 0.131
H -2.482 0.424 -0.653 0.13 -0.63 0.16 -0.407
H 2.552 -0.016 1.468 -0.08 0.05 0.14 0.038



[3]
A cluster of 19 separate species, C26H15BrCl74O5P2 in total. Source: the OMol25 dataset; level of theory: ωB97M-V/def2-TZVPD.

Geometry as XYZ:
```
123
Properties=species:S:1:pos:R:3:forces:R:3:lowdin_charge:R:1
Br -1.548 1.393 -1.803 -0.15 -0.21 0.20 0.739
Cl 8.946 -13.850 -8.148 0.00 0.00 0.00 0.516
Cl 3.846 10.517 3.813 0.17 -0.12 0.03 0.490
Cl -2.558 3.926 4.039 -0.07 -0.10 -0.20 0.517
Cl -6.685 11.860 -4.514 0.00 0.00 0.00 0.522
Cl 5.330 -10.761 -3.163 0.14 -0.10 0.12 0.500
Cl 1.958 -8.136 -6.727 0.00 0.00 0.01 0.529
Cl 0.189 4.676 3.621 -0.15 0.07 -0.06 0.484
Cl -6.203 -1.025 -0.985 -0.03 -0.03 -0.20 0.505
Cl -8.006 -5.258 14.308 0.00 0.01 0.00 0.523
Cl 1.102 11.933 3.358 -0.21 0.13 -0.01 0.500
Cl 10.607 5.347 0.662 0.00 0.00 0.00 0.523
Cl -8.627 -1.425 -2.493 0.00 -0.01 0.02 0.528
Cl -5.147 -0.147 2.057 0.04 0.04 0.13 0.506
Cl 1.322 10.981 0.647 0.00 0.00 0.00 0.532
Cl 4.905 -13.612 -3.294 0.00 0.01 0.00 0.534
Cl 4.876 1.523 -10.450 0.00 0.00 0.00 0.521
Cl 2.002 -2.920 -0.096 0.06 -0.02 -0.09 0.275
Cl -3.122 4.309 8.713 0.01 0.01 -0.01 0.540
Cl 5.521 4.044 -9.204 0.00 0.00 0.00 0.521
Cl -3.776 -3.652 8.028 0.00 0.01 0.00 0.525
Cl 3.980 5.753 2.204 -0.03 -0.06 -0.15 0.515
Cl -5.112 6.590 0.892 0.00 0.00 0.01 0.528
Cl -5.188 0.385 4.890 0.02 -0.09 0.04 0.492
Cl 6.144 10.232 5.542 -0.01 0.00 -0.02 0.530
Cl 0.328 3.278 -4.354 0.02 0.03 -0.04 0.513
Cl 5.567 -5.488 2.606 -0.01 0.00 0.00 0.528
Cl -7.846 -3.341 -0.480 0.02 0.00 -0.01 0.522
Cl -1.690 -2.423 9.601 0.00 0.00 0.00 0.525
Cl 7.243 -4.909 0.330 0.00 0.00 0.01 0.533
Cl 7.109 -15.140 -9.960 0.00 0.01 0.01 0.523
Cl 5.848 4.338 3.877 -0.10 -0.01 0.12 0.514
Cl 5.112 -3.105 1.047 0.11 -0.02 0.04 0.498
Cl 7.975 4.342 1.283 0.09 0.01 -0.11 0.499
Cl -9.343 10.855 -4.015 0.01 0.00 0.00 0.521
Cl -0.391 9.610 2.515 0.09 -0.03 0.06 0.496
Cl 3.819 2.884 2.428 -0.02 0.00 0.02 0.532
Cl 7.778 -12.357 -10.322 0.00 0.00 0.00 0.524
Cl 10.072 2.516 0.515 0.00 0.00 0.00 0.525
Cl -6.286 -4.535 12.106 -0.05 -0.06 0.04 0.501
Cl 3.201 -8.598 -4.167 -0.09 0.09 -0.10 0.487
Cl 3.684 -6.130 -5.579 -0.01 0.00 0.00 0.526
Cl -1.952 6.399 2.702 0.05 -0.07 0.01 0.495
Cl -0.822 3.599 7.118 -0.01 0.00 0.01 0.516
Cl 1.208 0.637 -5.116 -0.05 0.13 -0.01 0.548
Cl 10.167 3.835 3.080 0.00 0.00 0.01 0.517
Cl -4.446 -2.197 10.425 0.05 0.03 -0.05 0.507
Cl -6.298 9.189 0.524 0.12 -0.09 0.21 0.496
Cl 2.882 3.602 -10.285 -0.01 0.00 -0.01 0.513
Cl -7.176 10.154 -2.238 -0.09 0.08 -0.29 0.475
Cl 4.510 -11.978 -5.638 -0.11 0.08 0.14 0.494
Cl -3.560 8.981 1.398 -0.08 0.06 -0.06 0.483
Cl -3.275 2.090 6.884 0.19 0.23 0.12 0.437
Cl -7.468 1.055 3.278 -0.02 -0.01 -0.02 0.521
Cl -1.394 3.906 1.366 -0.25 0.08 -0.04 0.566
Cl -5.615 -3.716 14.786 0.00 0.00 0.00 0.521
Cl 6.148 -13.166 -8.083 0.13 -0.07 -0.13 0.484
Cl 3.710 2.212 -7.903 0.14 -0.03 -0.02 0.505
Cl 6.239 9.230 2.837 0.00 -0.01 0.00 0.523
Cl -7.857 -2.514 13.428 0.00 0.00 0.00 0.520
Cl -7.265 9.061 -4.902 0.00 0.00 0.00 0.522
Cl 7.176 -12.428 -4.617 -0.01 0.00 -0.01 0.526
Cl -1.568 1.362 -5.393 0.00 0.00 -0.09 0.509
Cl 3.080 4.557 4.663 0.23 -0.01 0.17 0.485
Cl 1.428 -2.704 -5.466 -0.06 0.07 0.21 0.273
Cl 4.503 -5.702 -0.069 0.00 0.00 -0.02 0.501
Cl -1.123 12.224 1.544 0.00 -0.01 0.00 0.531
Cl -6.833 -1.717 3.790 0.00 0.02 -0.01 0.532
Cl 4.588 7.918 4.798 0.01 0.04 0.15 0.502
Cl 1.100 -6.636 -4.412 -0.09 -0.29 -0.05 0.511
Cl -8.764 -0.727 0.304 0.00 0.02 0.02 0.519
Cl -4.250 8.247 -1.299 -0.02 0.01 -0.01 0.533
Cl -1.640 1.911 9.294 -0.05 -0.06 -0.02 0.532
Cl -3.510 -0.776 8.093 -0.03 -0.23 0.08 0.474
Cl 0.417 2.527 -7.136 -0.15 0.05 0.00 0.503
P 1.778 -3.415 -3.553 0.32 -0.32 0.39 0.578
P 0.101 -3.371 -0.866 -0.66 0.03 0.06 0.705
O 0.294 -4.968 -1.203 0.38 0.16 0.34 -0.356
O -0.096 -1.375 -2.791 -0.55 -0.59 0.54 -0.091
O 2.965 -2.410 -3.098 -0.09 0.11 -0.10 -0.375
O -2.096 -3.541 -2.556 0.12 0.03 -0.21 -0.190
O 1.587 -0.191 -1.950 1.64 0.36 -0.05 0.114
C -2.209 2.971 8.010 -0.02 0.10 -0.07 -2.024
C -1.442 4.723 2.932 0.18 0.07 0.04 -2.011
C -0.924 -3.541 -3.360 0.08 -0.38 0.36 -0.300
C -4.803 8.247 0.374 -0.01 0.00 0.05 -2.028
C 5.484 -12.199 -4.178 -0.02 -0.01 -0.03 -2.039
C -7.861 -1.627 -0.914 0.01 -0.03 -0.02 -2.051
C 7.492 -13.628 -9.130 -0.03 -0.01 -0.02 -2.055
C -7.619 10.484 -3.916 0.00 0.02 0.02 -2.053
C 0.207 -2.788 -2.652 0.14 0.36 -0.90 -0.699
C -6.942 -4.008 13.658 0.00 0.00 0.00 -2.063
C 0.226 11.188 2.015 0.00 0.00 -0.05 -2.044
C 5.607 -4.801 0.981 0.00 0.01 -0.02 -2.056
C -3.009 -4.565 -2.964 -0.33 -0.17 -0.15 -0.246
C 5.206 9.476 4.250 0.01 0.01 -0.03 -2.045
C 0.096 1.949 -5.496 0.07 -0.01 -0.03 -2.034
C 0.456 -0.512 -1.887 -0.88 -0.08 0.15 -0.644
C 4.249 2.843 -9.457 0.00 -0.01 0.02 -2.061
C -4.458 -4.104 -2.766 0.07 -0.27 0.07 -0.066
C 9.705 4.010 1.382 0.00 0.00 -0.02 -2.061
C -0.463 0.065 -0.826 -0.16 0.25 -0.15 -0.565
C -0.408 0.706 1.657 0.40 0.17 -0.50 -0.114
C -3.358 -2.261 9.036 -0.02 0.01 -0.02 -2.043
C -6.159 -0.112 3.500 -0.03 0.07 -0.01 -2.048
C 4.186 4.381 3.291 -0.01 0.02 -0.05 -2.046
C 2.484 -7.374 -5.221 0.01 0.05 0.01 -2.040
C 0.311 0.773 0.287 -0.64 0.00 0.62 -0.287
H -2.802 -5.481 -2.391 0.04 0.17 -0.09 0.124
H -4.887 -4.508 -1.840 0.14 0.31 -0.11 0.065
H -5.094 -4.458 -3.587 0.18 0.11 0.15 0.078
H -1.496 0.800 1.555 0.18 -0.12 0.08 0.062
H 0.878 -5.364 -0.533 -0.26 -0.10 -0.25 0.051
H -0.586 -4.586 -3.470 -0.03 0.25 -0.23 0.067
H 0.400 1.828 0.012 0.40 -0.23 -0.07 0.074
H -0.058 1.564 2.237 -0.10 -0.30 0.21 0.038
H -0.129 -0.220 2.168 -0.32 0.12 0.03 0.076
H -2.848 -4.810 -4.025 0.08 0.19 0.18 0.119
H 1.302 0.326 0.405 -0.09 0.18 -0.26 0.104
H 2.940 -2.171 -2.158 -0.05 0.15 -0.19 -0.025
H -4.485 -3.012 -2.748 -0.08 -0.14 0.03 0.060
H -1.105 -3.099 -4.350 -0.01 -0.04 0.21 0.119
H -1.198 -0.655 -0.463 0.21 -0.06 -0.09 0.088
```
Positions in Å, forces in eV/Å.



no.,F_max (eV/A),Kohn-Sham gap (eV)
1,0.430,10.58
2,2.969,7.03
3,1.683,8.58